The following is a quantum chemistry calculation of a molecular structure, C31H36N5SV, from OMol25.

Geometry (Å):
1 V -0.170 0.098 0.092
2 C 3.485 3.981 -1.069
3 C 4.063 2.837 -0.530
4 C 3.390 1.626 -0.550
5 C 2.114 1.527 -1.120
6 C 1.554 2.678 -1.679
7 C 2.226 3.893 -1.646
8 N 1.369 0.322 -1.090
9 C 2.094 -0.874 -1.336
10 C 2.043 -1.923 -0.416
11 C 2.637 -3.147 -0.695
12 C 3.329 -3.334 -1.882
13 C 3.426 -2.283 -2.785
14 C 2.807 -1.071 -2.524
15 H 4.015 4.926 -1.053
16 H 5.051 2.890 -0.085
17 H 3.845 0.741 -0.123
18 H 0.586 2.602 -2.159
19 H 1.773 4.771 -2.094
20 H 1.556 -1.777 0.543
21 H 2.577 -3.948 0.033
22 H 3.808 -4.283 -2.093
23 H 3.986 -2.409 -3.706
24 H 2.884 -0.250 -3.231
25 C -0.065 -1.098 -3.636
26 N -1.494 -0.743 -3.925
27 C -1.586 0.308 -4.976
28 C -2.242 -0.340 -2.667
29 C -2.266 -1.485 -1.699
30 C -3.121 -2.550 -1.995
31 C -3.098 -3.703 -1.228
32 C -2.206 -3.777 -0.165
33 C -1.379 -2.699 0.129
34 C -1.385 -1.506 -0.613
35 H 0.429 -1.345 -4.572
36 H -0.037 -1.939 -2.950
37 H 0.407 -0.241 -3.157
38 H -1.956 -1.584 -4.262
39 H -1.081 1.197 -4.605
40 H -2.631 0.528 -5.176
41 H -1.097 -0.043 -5.880
42 H -3.244 -0.053 -2.990
43 H -1.718 0.528 -2.274
44 H -3.824 -2.476 -2.826
45 H -3.762 -4.529 -1.453
46 H -2.161 -4.675 0.440
47 H -0.706 -2.796 0.975
48 C -2.891 4.859 0.433
49 C -1.508 4.468 -0.094
50 C -1.354 3.025 -0.181
51 N -1.223 1.893 -0.232
52 H -2.970 5.946 0.448
53 H -3.039 4.495 1.451
54 H -3.683 4.464 -0.201
55 H -0.717 4.828 0.570
56 H -1.324 4.888 -1.083
57 N -2.337 -0.046 2.091
58 C -1.157 0.620 2.286
59 S 0.302 -0.269 2.374
60 N -1.322 1.921 2.677
61 C -0.410 2.991 2.736
62 C 0.869 2.980 2.184
63 C 1.645 4.132 2.227
64 C 1.174 5.297 2.814
65 C -0.096 5.301 3.379
66 C -0.878 4.160 3.344
67 H -2.275 -1.049 2.082
68 H -3.184 0.326 2.494
69 H -2.266 2.189 2.883
70 H 1.280 2.092 1.724
71 H 2.634 4.105 1.783
72 H 1.790 6.187 2.844
73 H -0.478 6.195 3.859
74 H -1.864 4.169 3.801

**Total charge**: +1
**Relative energy (zero: lowest compared OMol25 entry of this formula, charge and spin)**: 0.0 kJ/mol
**Multiplicity**: 2
**Frontier orbital gap (alpha / beta)**: 7.7 / 6.3 eV
**E**: -76698.8502 eV

Results of the Löwdin charge analysis, in e, for atoms 1 through 6: 0.59 -0.10 -0.08 -0.02 -0.30 -0.06